{"formula": "C4H15N5O", "method": "wB97M-V/def2-TZVPD", "elements": ["C", "C", "C", "N", "H", "H", "H", "H", "H", "H", "H", "H", "H", "N", "C", "N", "N", "N", "O", "H", "H", "H", "H", "H", "H"], "positions_angstrom": [[-0.7750, 2.3548, -1.5139], [-2.0469, 1.1369, 0.1657], [0.6463, 2.3251, -0.9668], [-1.5047, 1.1308, -1.1863], [-2.2715, 1.0190, -1.8454], [-0.7359, 2.4402, -2.6030], [-1.3020, 3.2426, -1.1270], [-1.2214, 1.1006, 0.8739], [-2.6636, 0.2505, 0.3047], [-2.6550, 2.0266, 0.3745], [1.2068, 1.5200, -1.4261], [0.6534, 2.1680, 0.1086], [1.1445, 3.2691, -1.1902], [1.3757, -2.2222, 0.9969], [0.7320, -1.0676, 0.5567], [0.8490, -3.4654, 0.6195], [1.9564, -2.1862, 2.2900], [0.0539, -1.1987, -0.5936], [0.8651, -0.0302, 1.1771], [2.9112, -1.8415, 2.2107], [1.4444, -1.5157, 2.8654], [1.6161, -4.1246, 0.5106], [0.2263, -3.8288, 1.3433], [-0.0483, -2.1145, -0.9931], [-0.4566, -0.3888, -0.9523]], "atomic_forces_ev_per_a": [[0.20, 0.09, -0.03], [-0.01, 0.07, 0.08], [-0.26, 0.29, -0.02], [-0.43, 0.13, -0.40], [0.16, 0.03, 0.13], [-0.05, 0.03, 0.04], [0.01, -0.07, -0.08], [-0.04, -0.04, 0.10], [0.00, -0.04, 0.08], [-0.01, 0.00, -0.01], [0.15, -0.18, -0.05], [0.06, -0.01, 0.02], [0.04, 0.01, 0.01], [0.51, -0.55, 0.68], [0.14, -0.47, -0.27], [-0.06, -0.08, -0.16], [-0.12, 0.02, -0.07], [-0.15, -0.15, -0.17], [0.00, 0.56, 0.41], [-0.27, 0.01, -0.05], [0.11, -0.05, -0.22], [-0.16, 0.22, 0.04], [0.20, 0.16, -0.05], [0.01, 0.01, 0.04], [-0.03, 0.00, -0.05]], "homo_ev": -9.2, "spin_multiplicity": 1, "charge": 0, "mol_weight_g_mol": 149.20, "smiles": "NC(=O)N(N)N.CCNC", "e_lumo_ev": 1.01, "e_above_lowest_kcal_mol": 0.0}

***

{"formula": "C37H36BrCl66NS", "method": "wB97M-V/def2-TZVPD", "elements": ["Br", "C", "C", "C", "C", "C", "C", "C", "C", "C", "S", "C", "C", "C", "C", "C", "C", "N", "H", "H", "H", "H", "H", "H", "H", "H", "H", "H", "H", "H", "H", "H", "C", "Cl", "Cl", "Cl", "H", "C", "Cl", "Cl", "Cl", "H", "C", "Cl", "Cl", "Cl", "H", "C", "Cl", "Cl", "Cl", "H", "C", "Cl", "Cl", "Cl", "H", "C", "Cl", "Cl", "Cl", "H", "C", "Cl", "Cl", "Cl", "H", "C", "Cl", "Cl", "Cl", "H", "C", "Cl", "Cl", "Cl", "H", "C", "Cl", "Cl", "Cl", "H", "C", "Cl", "Cl", "Cl", "H", "C", "Cl", "Cl", "Cl", "H", "C", "Cl", "Cl", "Cl", "H", "C", "Cl", "Cl", "Cl", "H", "C", "Cl", "Cl", "Cl", "H", "C", "Cl", "Cl", "Cl", "H", "C", "Cl", "Cl", "Cl", "H", "C", "Cl", "Cl", "Cl", "H", "C", "Cl", "Cl", "Cl", "H", "C", "Cl", "Cl", "Cl", "H", "C", "Cl", "Cl", "Cl", "H", "C", "Cl", "Cl", "Cl", "H"], "positions_angstrom": [[-1.8907, -0.7362, -0.4213], [-2.2599, 1.1837, -0.7070], [-2.5584, 1.3783, -2.2127], [-3.7342, 2.3172, -2.5339], [-5.0939, 1.8382, -2.0261], [-6.2052, 2.5971, -2.3838], [-7.4974, 2.2756, -2.0185], [-7.7118, 1.1208, -1.2663], [-6.6134, 0.3587, -0.9163], [-5.3178, 0.6914, -1.2730], [-6.9921, -1.1274, 0.0144], [-8.4560, -1.6543, -0.8829], [-8.6767, -2.9825, -1.1992], [-9.8190, -3.3202, -1.9214], [-10.6657, -2.2931, -2.3010], [-10.4621, -0.9685, -1.9744], [-9.3198, -0.6324, -1.2483], [-9.0326, 0.7109, -0.8860], [-1.3794, 1.7353, -0.3613], [-3.0861, 1.4698, -0.0477], [-1.6595, 1.8461, -2.6443], [-2.6577, 0.4251, -2.7488], [-3.5760, 3.3503, -2.2052], [-3.8158, 2.3442, -3.6336], [-6.0635, 3.4880, -3.0030], [-8.3367, 2.9071, -2.3205], [-4.4919, 0.0468, -0.9776], [-7.9372, -3.7167, -0.8763], [-9.9572, -4.3622, -2.1843], [-11.5470, -2.5464, -2.8947], [-11.1566, -0.1942, -2.3030], [-9.6568, 1.3694, -1.3418], [1.9533, -0.8382, 1.5336], [1.2760, -2.4473, 1.2923], [2.5785, -0.1902, 0.0173], [0.7360, 0.2344, 2.2350], [2.7807, -0.9228, 2.2280], [3.9785, 0.8777, -3.6075], [2.6651, 1.7072, -2.7619], [4.1606, -0.7760, -3.0236], [3.6980, 0.8902, -5.3504], [4.8994, 1.4111, -3.4070], [2.4357, -6.1245, 2.5473], [1.1115, -5.6677, 1.4701], [3.7465, -6.8740, 1.6332], [3.0282, -4.7200, 3.4383], [2.0611, -6.8487, 3.2598], [-0.0549, -3.0173, -2.6772], [1.6574, -3.1483, -2.2713], [-0.2716, -2.2180, -4.2420], [-0.8135, -4.6163, -2.6818], [-0.5448, -2.4217, -1.9167], [-0.1837, 5.5264, -1.4656], [-0.6589, 6.8139, -2.5804], [-1.5870, 4.9405, -0.5693], [0.6042, 4.2150, -2.3476], [0.5303, 5.9118, -0.7414], [2.7809, 6.1813, 2.1845], [3.1627, 7.8794, 1.9033], [1.8884, 5.5007, 0.8158], [4.2379, 5.2368, 2.4819], [2.1520, 6.1148, 3.0637], [2.1834, -4.4520, -6.3244], [0.9009, -3.9794, -7.4438], [3.5426, -5.1776, -7.1927], [2.7196, -3.0642, -5.3804], [1.7822, -5.1923, -5.6420], [5.6211, 2.1785, 5.1813], [6.0631, 3.8640, 4.8990], [4.7076, 1.5401, 3.8119], [7.0527, 1.1907, 5.4863], [4.9897, 2.1377, 6.0602], [9.6662, -1.4795, 4.1891], [11.3172, -1.9753, 4.5771], [9.6210, -0.6209, 2.6473], [8.5899, -2.8775, 4.1535], [9.3229, -0.8056, 4.9646], [-4.2927, -4.6896, -4.1133], [-4.9290, -6.3202, -4.3579], [-3.6753, -4.0271, -5.6272], [-5.5339, -3.6344, -3.4304], [-3.4719, -4.7473, -3.4096], [-0.9981, 3.2769, -6.2337], [-1.4794, 4.4679, -5.0310], [-0.9633, 1.6569, -5.5226], [-2.0696, 3.3549, -7.6311], [0.0052, 3.5141, -6.5663], [5.2824, -3.3561, 6.8082], [4.6826, -2.1003, 5.7217], [3.9581, -4.0485, 7.7485], [6.1255, -4.6121, 5.9012], [5.9859, -2.9027, 7.4953], [-9.0502, 2.5283, 2.0730], [-8.5323, 4.1761, 1.7038], [-8.2189, 1.9191, 3.5064], [-10.8019, 2.4605, 2.2998], [-8.7939, 1.8918, 1.2319], [12.8695, 1.4965, 4.8160], [13.8053, 2.9508, 4.4625], [13.4909, 0.6982, 6.2632], [11.1594, 1.8909, 5.0069], [12.9701, 0.8140, 3.9804], [1.8585, -3.6436, 11.2663], [2.4599, -2.0482, 10.8102], [2.6931, -4.2376, 12.7035], [0.1145, -3.6008, 11.5314], [2.0604, -4.3273, 10.4509], [-2.6128, 8.0711, -6.8584], [-3.0434, 6.4292, -7.3543], [-4.0627, 9.0436, -6.5942], [-1.6045, 8.0732, -5.4012], [-2.0448, 8.5212, -7.6629], [-3.4160, -0.6414, -9.0945], [-2.2395, -0.3991, -7.8043], [-4.8208, -1.5467, -8.5237], [-3.9116, 0.9080, -9.7842], [-2.9423, -1.2228, -9.8759], [-11.5455, 1.7768, 6.1567], [-11.8077, 0.1019, 5.6692], [-13.0837, 2.5819, 6.4799], [-10.4909, 1.8582, 7.5705], [-11.0569, 2.2939, 5.3389], [17.2004, 3.4414, 5.9603], [16.5558, 5.0469, 5.6057], [18.7895, 3.2307, 5.2210], [17.2856, 3.1741, 7.7017], [16.5275, 2.7056, 5.5362], [0.1182, -6.6954, -10.6004], [0.6863, -5.9827, -12.1128], [1.2893, -6.4326, -9.3089], [-1.4586, -6.0331, -10.1538], [0.0071, -7.7621, -10.7498], [-12.9546, -5.0527, 0.2857], [-13.9879, -5.2842, -1.1288], [-11.4292, -4.2832, -0.1853], [-13.7880, -4.0965, 1.5151], [-12.7343, -6.0262, 0.7065], [21.1624, 2.4893, 9.0430], [20.1992, 1.0437, 8.7274], [21.9367, 3.0571, 7.5620], [20.1683, 3.7630, 9.7552], [21.9382, 2.2298, 9.7523]], "atomic_forces_ev_per_a": [[-0.03, 0.40, 0.42], [-0.07, -0.08, -0.32], [0.58, 0.96, 0.04], [-0.40, -0.90, -0.13], [0.09, 0.27, -0.07], [-0.13, 0.74, -0.35], [-0.13, -0.21, 0.15], [-0.02, 0.43, -0.13], [-0.68, -1.04, 0.54], [0.38, 0.14, -0.24], [0.11, -0.14, -0.08], [0.98, 0.97, 0.55], [0.01, -0.09, -0.12], [1.60, 0.42, -0.20], [-1.04, -0.34, -0.88], [0.37, 0.14, 0.09], [-0.73, -0.10, -0.15], [0.74, 0.25, -0.59], [-0.08, -0.30, -0.24], [0.09, -0.34, -0.21], [-0.19, -0.18, 0.02], [-0.24, 0.19, 0.35], [0.19, -0.20, 0.06], [0.12, 0.17, 0.28], [0.06, -0.23, 0.21], [0.23, -0.18, 0.04], [-0.31, -0.01, -0.10], [-0.26, 0.08, -0.19], [-0.16, 0.33, -0.26], [0.18, 0.08, 0.21], [0.13, -0.23, 0.08], [-0.34, -0.33, 0.21], [-0.14, -0.07, -0.08], [0.08, 0.14, 0.04], [-0.07, 0.02, 0.14], [0.12, 0.09, 0.04], [-0.06, 0.01, 0.02], [-0.09, -0.03, -0.10], [0.12, -0.06, -0.06], [0.06, 0.08, -0.03], [0.02, 0.02, 0.03], [-0.05, 0.00, 0.00], [0.06, 0.15, -0.11], [-0.03, -0.23, 0.03], [-0.03, -0.03, 0.04], [0.01, -0.09, 0.09], [0.00, 0.04, -0.02], [0.15, 0.10, -0.15], [-0.24, -0.07, 0.21], [-0.25, 0.00, 0.27], [0.01, -0.07, -0.01], [0.06, 0.03, -0.07], [-0.08, 0.01, -0.21], [0.09, -0.06, 0.27], [0.01, -0.04, 0.03], [0.05, 0.00, 0.21], [-0.47, 0.16, -0.54], [0.16, 0.01, 0.00], [-0.04, -0.07, 0.01], [0.40, -0.13, 0.51], [-0.11, 0.09, -0.03], [-0.02, 0.00, -0.06], [-0.07, 0.21, -0.01], [-0.02, 0.33, 0.38], [-0.01, -0.03, 0.04], [0.31, -0.09, -0.29], [0.01, 0.01, -0.04], [0.00, 0.04, -0.12], [0.08, -0.14, 0.14], [-0.03, 0.00, 0.03], [0.02, 0.01, 0.05], [0.03, -0.02, -0.03], [0.00, -0.09, -0.17], [-0.02, 0.06, 0.04], [-0.01, 0.01, 0.06], [0.02, 0.13, 0.06], [0.05, 0.00, -0.03], [-0.10, 0.06, -0.07], [0.04, 0.01, 0.03], [0.04, 0.00, 0.05], [0.05, 0.00, 0.04], [-0.03, 0.01, -0.03], [-0.03, 0.03, 0.06], [0.01, -0.07, 0.03], [0.07, 0.10, 0.02], [0.06, -0.32, -0.06], [-0.03, -0.02, 0.02], [-0.02, -0.07, -0.09], [0.03, 0.04, 0.00], [0.02, 0.01, 0.00], [-0.05, -0.02, 0.07], [-0.03, -0.01, -0.02], [0.08, -0.02, 0.05], [-0.01, -0.04, -0.04], [-0.03, 0.00, -0.03], [0.00, -0.02, -0.03], [-0.05, -0.04, 0.05], [0.00, -0.01, 0.09], [-0.01, -0.01, -0.03], [0.02, 0.00, -0.06], [-0.01, -0.01, -0.02], [-0.04, 0.01, 0.04], [-0.03, 0.06, 0.08], [0.00, -0.03, -0.02], [0.00, -0.02, -0.06], [0.04, -0.02, -0.04], [0.00, 0.03, 0.03], [-0.16, -0.05, 0.03], [0.07, 0.40, 0.07], [0.03, 0.01, -0.04], [-0.08, -0.01, -0.30], [0.00, 0.00, 0.06], [-0.02, -0.05, 0.00], [-0.10, -0.09, -0.08], [0.09, 0.02, 0.02], [0.00, -0.04, -0.03], [-0.02, 0.04, 0.01], [0.00, -0.03, 0.02], [0.02, 0.05, -0.03], [0.04, 0.01, -0.04], [0.01, 0.02, -0.05], [-0.01, -0.03, 0.02], [0.05, 0.03, 0.05], [-0.01, -0.04, -0.02], [-0.04, -0.03, 0.00], [-0.08, -0.02, -0.08], [0.01, 0.04, 0.02], [0.05, 0.04, 0.06], [-0.01, -0.04, 0.01], [0.01, -0.44, -0.43], [0.01, -0.03, 0.00], [-0.03, 0.05, -0.01], [0.12, 0.08, 0.19], [0.03, -0.02, 0.01], [-1.10, -0.59, 0.86], [0.02, -0.05, -0.01], [-0.05, 0.03, -0.02], [-0.08, 0.03, -0.08], [0.05, 0.00, 0.04], [0.02, -0.01, 0.05], [0.09, -0.03, 0.05], [-0.03, 0.01, -0.03]], "homo_ev": -8.0, "spin_multiplicity": 1, "charge": 0, "mol_weight_g_mol": 2946.57, "e_lumo_ev": 0.04}

***

{"formula": "C2H10N2O2", "method": "wB97M-V/def2-TZVPD", "elements": ["C", "N", "O", "O", "H", "H", "H", "H", "H", "C", "N", "H", "H", "H", "H", "H"], "positions_angstrom": [[0.1835, 0.2694, 2.1458], [0.1540, 1.1225, 1.1528], [-1.5464, -0.4180, 0.9328], [-2.8743, -0.9634, 1.0061], [-2.8233, -1.7050, 0.3880], [-0.8266, 1.2019, 0.7951], [0.8500, 0.9921, 0.3987], [1.0794, -0.3235, 2.3020], [-0.5689, 0.3352, 2.9178], [0.3628, -0.1352, -1.9163], [1.6002, 0.1937, -1.1819], [2.2516, 0.6949, -1.7760], [2.0695, -0.6579, -0.8909], [-0.3457, -0.5908, -1.2218], [-0.0852, 0.7893, -2.2831], [0.5193, -0.8053, -2.7691]], "atomic_forces_ev_per_a": [[-0.41, 0.50, -0.45], [0.09, -0.48, -0.07], [-0.10, 0.00, 0.09], [0.32, -0.11, -0.05], [-0.01, 0.07, 0.12], [0.14, 0.22, 0.33], [-0.07, -0.02, 0.19], [-0.10, -0.04, -0.01], [0.07, -0.13, -0.09], [0.06, -0.03, 0.03], [0.05, -0.05, -0.11], [-0.05, -0.06, 0.03], [-0.04, 0.05, -0.05], [0.02, 0.04, -0.03], [0.01, -0.04, 0.01], [0.01, 0.07, 0.06]], "homo_ev": [-7.6, -7.6], "spin_multiplicity": 1, "charge": 0, "mol_weight_g_mol": 94.11, "e_lumo_ev": [0.64, 0.64], "e_above_lowest_kcal_mol": 122.4}

***

{"formula": "C8H10N2O3", "method": "wB97M-V/def2-TZVPD", "elements": ["C", "C", "C", "C", "C", "C", "C", "C", "N", "N", "O", "O", "O", "H", "H", "H", "H", "H", "H", "H", "H", "H", "H"], "positions_angstrom": [[-2.3696, -1.1891, -2.0407], [-1.1490, -1.3124, -2.6375], [-2.5325, -0.4908, -0.8541], [-0.0743, -0.6923, -2.0311], [-1.4191, -0.0158, -0.1774], [-0.1787, -0.1330, -0.7293], [0.6042, 1.2184, 2.5756], [0.9811, -0.2292, 2.1782], [1.0019, 0.1798, 0.0242], [1.9756, 0.7932, -0.4551], [2.1087, 1.2455, -1.5687], [2.9308, 1.2064, 0.4593], [2.0773, -0.7523, 2.1987], [-3.1726, -1.6544, -2.6700], [-1.1929, -1.9153, -3.5389], [-3.6015, -0.3833, -0.3573], [0.9615, -0.6901, -2.4385], [-1.3852, 0.3288, 0.7370], [0.4525, 1.8241, 1.6638], [-0.3143, 1.0789, 3.2057], [1.2611, 1.8641, 3.1878], [0.1241, -0.8296, 2.0870], [2.9107, 0.5482, 1.1812]], "atomic_forces_ev_per_a": [[-1.97, -0.30, -0.76], [0.73, 0.30, 0.06], [-2.51, 0.09, 1.61], [2.16, -0.31, -0.45], [-0.86, -1.98, -3.07], [3.42, -0.04, -1.54], [-0.44, 0.12, 0.56], [1.67, 1.57, 1.35], [-9.31, -3.04, 1.32], [6.48, 0.97, -0.09], [-0.24, 1.67, -3.77], [0.03, 0.43, 0.39], [0.30, 0.28, 0.46], [0.23, 0.64, 1.35], [0.97, 0.36, -0.10], [2.44, -0.22, -1.17], [-1.07, -0.26, 0.03], [-0.83, 2.03, 4.65], [-0.53, -0.41, 0.53], [0.42, 0.48, -0.85], [0.37, -0.99, -0.26], [-1.51, -1.10, -0.41], [0.04, -0.29, 0.16]], "homo_ev": [-6.6, -9.9], "spin_multiplicity": 3, "charge": 0, "s_squared": 2.025, "mol_weight_g_mol": 182.18, "e_lumo_ev": [0.71, -2.97], "e_above_lowest_kcal_mol": 69.4}

***

{"formula": "C7H8N4S", "method": "wB97M-V/def2-TZVPD", "elements": ["C", "C", "C", "C", "C", "C", "C", "N", "N", "N", "N", "S", "H", "H", "H", "H", "H", "H", "H", "H"], "positions_angstrom": [[-0.5655, 0.5016, -2.8471], [-2.1300, 0.6421, -0.5905], [1.2860, -0.6451, -2.2274], [-0.9561, 0.6034, -1.4701], [0.0457, 0.0997, -0.6616], [1.3746, 0.9787, 1.8500], [-0.2709, -1.5756, 2.6258], [0.4648, -0.1831, -3.1103], [-1.7484, 0.2551, 0.6439], [1.1649, -0.5252, -0.9010], [-0.4676, 0.0162, 0.5704], [0.7592, -0.7617, 1.6426], [-1.1791, 0.8867, -3.6354], [-3.1324, 1.1871, -0.7626], [1.9874, -1.3577, -2.5892], [2.1006, 1.1502, 2.5282], [0.5049, 1.6931, 1.8284], [0.0721, -2.4531, 3.0034], [-1.1728, -1.2243, 3.1910], [1.8627, 0.7119, 0.9116]], "atomic_forces_ev_per_a": [[-3.06, 1.13, 2.43], [-0.03, 1.55, 0.21], [0.79, -1.42, 2.34], [-0.87, -0.31, -1.33], [-1.96, 0.30, 1.34], [-3.02, -0.97, -2.41], [-1.25, 2.59, 0.26], [1.30, 0.03, -3.45], [-1.40, 0.95, -0.91], [1.53, 0.09, -2.86], [1.99, -0.90, -0.14], [-2.95, -1.00, 3.11], [-0.18, 0.17, -0.53], [1.77, -1.48, 0.35], [1.00, -0.16, -0.13], [2.13, 0.27, 2.64], [1.38, -0.61, -0.06], [1.36, -2.53, 0.59], [1.07, 0.32, -0.90], [0.40, 1.98, -0.54]], "homo_ev": -7.9, "spin_multiplicity": 1, "charge": 0, "mol_weight_g_mol": 180.24, "e_lumo_ev": -0.02, "e_above_lowest_kcal_mol": 120.0}